Entry from OMol25: a 2-piece molecular cluster, C8H12SSi overall at a distorted geometry (ωB97M-V/def2-TZVPD).

Its LUMO energy (alpha / beta) is 0.625 / -1.378 eV. The spin multiplicity is 3. Its total charge is 0. The value obtained for the energy is -999.56012 Eh.

The geometry in XYZ format:
```
22
Properties=species:S:1:pos:R:3:forces:R:3
C 1.899 2.316 1.434 0.8 -3.3 -0.2
C 0.828 2.623 0.604 -0.1 3.0 -0.5
C 2.242 0.943 1.530 1.1 0.2 0.1
C 0.055 1.704 -0.167 2.8 0.7 2.2
C 1.506 0.023 0.815 1.1 -0.2 0.8
C 0.503 0.398 -0.037 -1.8 -0.5 -0.8
C -2.523 -1.709 1.476 2.5 0.8 3.3
C -1.127 -0.519 -2.630 1.1 0.1 0.5
Si -0.490 -0.934 -0.820 -0.2 -0.7 -2.3
S 0.740 -2.712 -1.070 1.1 1.0 0.2
H 2.656 2.884 1.965 -0.9 1.2 -0.3
H 0.772 3.751 0.524 -0.9 -1.3 -0.3
H 3.213 0.623 2.033 -1.6 0.4 -0.4
H -0.751 1.962 -0.803 -0.5 0.5 -0.4
H 1.726 -1.026 0.881 0.3 -0.3 0.1
H -2.833 -2.490 0.966 -1.9 -3.6 -2.5
H -1.638 -2.058 2.095 -1.1 1.6 -0.6
H -2.813 -0.780 1.073 0.3 1.2 0.3
H -0.247 -0.541 -3.375 -1.3 0.6 1.2
H -1.796 -1.306 -2.969 -0.2 0.0 0.1
H -1.704 0.429 -2.528 0.6 -0.5 -0.7
H -0.218 -3.582 -0.995 -1.1 -0.8 0.1
```
Forces are in eV/Å.

These are the Mulliken partial charges, in e, on atoms 1 to 4: C -0.5332; C -0.3157; C -0.2617; C -0.7467



Entry from OMol25: an isolated ion of composition C8H13BrN5 and charge +1 at a distorted geometry (ωB97M-V/def2-TZVPD).

Its LUMO energy (alpha / beta) is -3.470 / -5.662 eV. The spin multiplicity is 3. Its total charge is +1. The value obtained for the energy is -3159.90276 Eh.

The geometry in XYZ format:
```
27
Properties=species:S:1:pos:R:3:forces:R:3
C 3.100 1.078 0.370 -1.4 -3.7 0.3
C 3.141 -1.188 0.134 0.5 -2.4 -1.7
C 3.872 -0.102 -0.026 1.8 3.3 0.4
C 1.872 0.579 0.753 1.8 -0.3 -1.3
C 0.790 -1.471 0.460 -4.4 -2.8 -0.2
C 0.688 1.412 1.134 1.6 1.0 0.1
C -1.598 0.433 -1.334 -4.3 3.1 1.5
C -2.949 -0.252 -1.080 -3.5 -1.5 -2.5
N -0.691 -0.405 1.274 1.4 -1.6 -1.6
N 1.892 -0.820 0.512 0.5 3.5 1.7
N -0.542 0.799 0.821 0.1 0.0 -0.4
N -1.222 1.336 -0.236 2.0 -3.8 -0.6
N -3.016 -1.235 0.029 -0.9 -0.9 1.4
Br 5.692 -0.103 -0.544 -0.6 0.1 0.1
H 3.259 2.087 0.368 1.1 2.2 -0.1
H 3.412 -2.133 -0.354 -0.6 0.1 0.9
H 0.765 -2.587 0.268 -0.7 1.6 0.7
H 0.675 1.580 2.213 0.2 0.6 -0.1
H 0.820 2.281 0.443 -0.4 -0.2 1.3
H -0.876 -0.232 -1.494 3.3 -2.6 -0.6
H -1.691 1.126 -2.164 -0.1 -0.3 -0.4
H -3.366 -0.837 -2.082 1.5 1.6 2.3
H -3.770 0.518 -0.931 1.2 -0.7 -0.1
H -1.665 2.134 0.023 -1.8 2.8 0.3
H -3.299 -2.226 -0.157 0.9 1.3 -0.7
H -3.710 -1.052 0.793 0.8 0.7 -1.1
H -1.583 -0.719 0.808 0.1 -1.3 0.5
```
Forces are in eV/Å.

These are the Mulliken partial charges, in e, on atoms 1 to 4: C -0.6007; C -0.1865; C -0.3224; C 0.0727



Number 1: molar mass 168.34 g/mol. Number 2: molar mass 259.13 g/mol.